Formula: C29H79AlFO12S10
Source: the OMol25 dataset
Level of theory: ωB97M-V/def2-TZVPD

Computed properties:
- LUMO level: 1.19 eV
- Electronic energy: -173585.700 eV
- Charge: -1

Last column: Löwdin charge in e.
Geometry (Å):
C1 8.4254 -0.2681 -0.3105  -0.1096
C2 7.9629 0.4056 -1.6138  -0.2871
C3 6.7849 -0.3589 -2.2369  -0.3007
C4 5.4413 -0.0732 -1.5090  -0.2289
Al1 4.4114 -1.6910 -0.8471  0.2749
C5 5.4228 -3.4399 -1.2907  -0.1331
C6 6.3657 -3.8460 -0.2380  -0.5539
O1 6.3192 -3.7505 0.9506  0.0805
F1 7.5049 -4.4593 -0.7548  -0.0045
O2 2.7968 -1.7563 -1.6456  -0.2753
C7 1.9608 -0.6242 -1.6242  -0.3324
C8 1.4975 -0.1637 -0.2403  -0.2571
C9 2.2999 0.9717 0.3872  -0.1291
H1 9.1756 -1.0305 -0.5283  0.0657
H2 7.5726 -0.7570 0.1637  0.0664
H3 8.8390 0.4482 0.4009  0.0578
H4 7.6163 1.4162 -1.3829  0.0924
H5 8.7912 0.4751 -2.3257  0.0873
H6 7.0314 -1.4241 -2.2589  0.0715
H7 6.6999 -0.0081 -3.2710  0.0898
H8 5.6450 0.5606 -0.6388  0.0398
H9 4.8132 0.5109 -2.1875  0.0406
H10 4.1772 -1.6593 0.7486  -0.0231
H11 5.9943 -3.3873 -2.2189  0.0506
H12 4.7330 -4.2859 -1.3870  0.0688
H13 1.0532 -0.9268 -2.1715  0.0982
H14 2.3913 0.2137 -2.1957  0.0982
H15 1.4373 -1.0353 0.4130  0.0604
H16 0.4653 0.2014 -0.3371  0.0948
H17 2.4359 1.7795 -0.3317  0.0549
H18 3.2834 0.6618 0.7452  0.0441
H19 1.7548 1.3610 1.2509  0.0349
C10 1.7565 -6.0635 -3.1961  -0.2729
S1 1.5866 -4.3675 -3.7668  0.8270
O3 0.1603 -4.2040 -4.1778  -0.5702
C11 2.5394 -4.6020 -5.2657  -0.2722
H20 1.1927 -6.1528 -2.2699  0.0346
H21 1.3544 -6.7468 -3.9463  0.0508
H22 2.8086 -6.2807 -3.0095  0.0538
H23 2.0876 -5.3886 -5.8733  0.0546
H24 3.5606 -4.8696 -4.9977  0.0184
H25 2.5328 -3.6620 -5.8143  0.0504
C12 6.2680 -6.5290 -7.6066  -0.2726
S2 5.7136 -7.3755 -6.1211  0.8068
O4 5.3055 -6.3237 -5.1594  -0.5469
C13 7.3392 -7.9413 -5.6063  -0.2713
H26 5.3989 -6.0579 -8.0604  0.0482
H27 7.0020 -5.7693 -7.3381  0.0593
H28 6.6975 -7.2538 -8.2985  0.0493
H29 7.9978 -7.0827 -5.4774  0.0602
H30 7.7382 -8.6270 -6.3542  0.0494
H31 7.2208 -8.4602 -4.6578  0.0507
C14 1.7166 5.7229 2.1931  -0.2938
S3 1.2213 4.1498 1.4774  0.8039
O5 1.6587 4.2026 0.0589  -0.5386
C15 -0.5442 4.4647 1.4807  -0.2843
H32 2.8010 5.7333 2.2358  0.0137
H33 1.3637 6.5388 1.5613  0.0498
H34 1.3096 5.8188 3.2005  0.0550
H35 -0.7670 5.3607 0.9046  0.0512
H36 -0.9023 4.5785 2.5017  0.0387
H37 -1.0225 3.6029 1.0199  0.0508
C16 -4.7299 4.8947 4.0134  -0.2558
S4 -4.5595 5.8875 2.5288  0.7975
O6 -3.1634 5.7137 2.0442  -0.5552
C17 -4.6499 7.4770 3.3546  -0.2650
H38 -4.6620 3.8488 3.7216  0.0396
H39 -3.9256 5.1384 4.7079  0.0590
H40 -5.7044 5.0911 4.4604  0.0534
H41 -3.8507 7.5487 4.0926  0.0575
H42 -5.6286 7.5736 3.8253  0.0453
H43 -4.5258 8.2492 2.5982  0.0501
C18 3.8573 9.3650 0.6794  -0.2643
S5 4.0950 8.3559 2.1464  0.7932
O7 3.8853 9.2416 3.3224  -0.5496
C19 5.8691 8.1541 1.9507  -0.2642
H44 2.8058 9.6400 0.6351  0.0488
H45 4.4732 10.2615 0.7520  0.0549
H46 4.1220 8.7844 -0.2042  0.0567
H47 6.3471 9.1338 1.9370  0.0553
H48 6.0712 7.6122 1.0269  0.0572
H49 6.2303 7.5770 2.7989  0.0504
C20 -8.9335 5.1210 0.7675  -0.2733
S6 -8.2064 6.6020 1.4681  0.7818
O8 -8.1319 6.4049 2.9426  -0.5609
C21 -9.6041 7.6853 1.1490  -0.2726
H50 -8.2302 4.3036 0.9049  0.0462
H51 -9.8644 4.8821 1.2799  0.0510
H52 -9.1085 5.2810 -0.2970  0.0554
H53 -10.4920 7.2889 1.6418  0.0570
H54 -9.7619 7.7604 0.0733  0.0513
H55 -9.3631 8.6659 1.5534  0.0477
C22 -0.5907 -10.5634 -0.0691  -0.2784
S7 -0.8278 -10.3582 -1.8393  0.7924
O9 0.3144 -11.0327 -2.5082  -0.5563
C23 -0.4984 -8.5949 -1.8631  -0.2794
H56 -0.7123 -11.6196 0.1614  0.0451
H57 0.4136 -10.2381 0.2016  0.0583
H58 -1.3402 -9.9808 0.4665  0.0509
H59 0.4952 -8.4006 -1.4602  0.0547
H60 -1.2558 -8.0791 -1.2726  0.0587
H61 -0.5508 -8.2535 -2.8942  0.0473
C24 1.2382 -3.1127 4.3991  -0.2715
S8 0.2295 -2.8883 2.9283  0.8197
O10 0.6807 -1.6361 2.2754  -0.5343
C25 -1.2947 -2.4694 3.7779  -0.2814
H62 2.2531 -3.3257 4.0689  0.0528
H63 1.2261 -2.1956 4.9884  0.0546
H64 0.8520 -3.9510 4.9802  0.0461
H65 -1.1367 -1.5918 4.4051  0.0621
H66 -1.6372 -3.3124 4.3787  0.0548
H67 -2.0403 -2.2467 3.0233  0.0060
C26 -6.0611 0.1643 2.6661  -0.2715
S9 -4.8341 -1.0709 2.2164  0.8086
O11 -4.3453 -1.6723 3.4870  -0.5589
C27 -3.5751 0.0898 1.6740  -0.2586
H68 -6.9230 -0.3572 3.0768  0.0462
H69 -5.6427 0.8350 3.4165  0.0516
H70 -6.3573 0.7211 1.7770  0.0495
H71 -3.3276 0.7649 2.4932  0.0603
H72 -3.9434 0.6466 0.8125  0.0558
H73 -2.6917 -0.4785 1.3872  0.0502
C28 -12.2927 0.9184 1.4933  -0.2719
S10 -10.5156 0.8379 1.2451  0.8015
O12 -9.9604 2.1452 1.6819  -0.5560
C29 -10.5722 0.8680 -0.5503  -0.2698
H74 -12.4744 0.9553 2.5650  0.0499
H75 -12.6851 1.8183 1.0197  0.0570
H76 -12.7578 0.0274 1.0720  0.0531
H77 -11.0844 1.7710 -0.8825  0.0568
H78 -11.0869 -0.0219 -0.9120  0.0538
H79 -9.5467 0.8693 -0.9130  0.0504

Cartesian forces, eV/Å:
C -0.10 0.10 -0.31
C -0.18 -0.32 0.31
C -0.08 0.76 0.02
C 0.33 -0.60 -0.11
Al -0.61 0.08 -0.05
C 0.24 0.06 -0.01
C -0.16 0.16 0.69
O 0.04 -0.22 -0.51
F 0.28 0.01 -0.11
O 0.71 0.33 0.31
C -0.50 -0.74 -0.41
C -0.03 0.09 -0.09
C 0.07 -0.21 0.08
H -0.02 -0.05 0.13
H 0.04 0.01 0.12
H 0.12 -0.05 0.01
H 0.07 0.07 -0.17
H 0.08 0.08 0.07
H 0.08 -0.02 -0.10
H -0.01 -0.29 -0.10
H -0.08 0.07 0.02
H -0.10 0.08 0.13
H 0.12 0.01 0.11
H -0.16 -0.12 -0.13
H -0.26 0.18 0.01
H 0.00 0.15 -0.09
H 0.10 0.08 0.12
H 0.17 0.19 -0.14
H -0.02 -0.02 -0.09
H -0.02 0.10 0.06
H 0.00 -0.15 -0.09
H 0.07 0.06 0.02
C 0.06 -0.15 0.00
S -0.04 0.23 0.12
O -0.06 -0.16 -0.08
C 0.09 -0.02 -0.12
H 0.00 0.07 0.01
H -0.01 0.04 -0.02
H 0.01 0.03 -0.01
H -0.04 0.00 0.04
H 0.00 0.00 -0.02
H -0.04 0.04 0.06
C 0.07 0.03 -0.08
S -0.01 -0.07 -0.02
O 0.00 0.01 0.05
C 0.10 -0.02 -0.01
H -0.03 -0.01 0.03
H -0.02 0.00 0.05
H -0.01 -0.01 0.00
H -0.04 0.03 0.01
H -0.01 -0.01 0.00
H -0.04 0.01 0.01
C -0.17 0.01 0.14
S 0.03 0.03 -0.05
O 0.00 0.15 -0.10
C 0.05 -0.02 0.03
H 0.02 -0.05 -0.02
H -0.01 -0.04 -0.04
H 0.01 -0.01 0.01
H 0.03 0.01 -0.01
H -0.01 0.00 0.01
H 0.02 -0.02 -0.01
C -0.04 -0.01 0.13
S -0.20 -0.07 -0.13
O 0.00 0.07 0.10
C -0.02 0.09 0.09
H 0.01 0.00 -0.04
H 0.02 0.01 -0.03
H -0.02 -0.01 -0.04
H 0.02 -0.03 -0.02
H -0.02 -0.03 -0.05
H 0.01 -0.02 -0.03
C 0.03 0.05 -0.09
S 0.05 0.01 0.02
O 0.02 0.07 -0.01
C 0.09 0.02 -0.05
H -0.01 -0.02 0.03
H 0.00 -0.01 0.04
H -0.02 -0.02 0.00
H -0.03 0.02 0.02
H -0.01 -0.02 0.01
H -0.03 -0.01 0.02
C -0.09 -0.03 -0.01
S 0.21 0.03 -0.12
O 0.00 0.03 0.06
C -0.12 -0.01 0.05
H 0.01 0.01 0.04
H 0.03 -0.02 0.05
H 0.04 0.02 0.00
H 0.02 -0.02 0.02
H 0.02 0.00 -0.01
H 0.03 -0.01 0.01
C 0.02 0.00 0.09
S -0.07 0.02 0.00
O 0.04 -0.02 0.00
C 0.01 0.09 0.03
H -0.01 -0.01 -0.03
H 0.01 0.00 -0.04
H -0.01 0.00 -0.01
H 0.02 -0.06 -0.01
H -0.01 0.00 -0.01
H -0.01 -0.04 -0.02
C 0.05 0.00 0.09
S -0.01 0.02 -0.05
O -0.16 -0.05 0.29
C 0.07 -0.13 0.16
H -0.01 0.02 -0.05
H -0.01 0.02 -0.04
H 0.00 -0.01 -0.02
H 0.05 0.01 -0.03
H -0.03 -0.01 -0.02
H -0.04 -0.03 0.00
C -0.02 0.07 0.00
S 0.02 0.05 -0.07
O -0.10 0.02 0.04
C 0.03 0.03 -0.03
H 0.01 -0.02 0.00
H 0.03 -0.03 0.01
H -0.01 0.00 0.00
H -0.01 -0.03 0.03
H 0.00 -0.01 -0.02
H 0.00 -0.01 -0.01
C -0.09 0.01 -0.02
S 0.03 -0.12 0.02
O 0.00 0.11 -0.05
C -0.03 0.01 -0.08
H 0.04 0.00 0.01
H 0.04 0.01 0.00
H 0.01 -0.01 0.01
H 0.00 0.01 0.04
H 0.02 -0.01 0.00
H 0.02 -0.01 0.03